(1)
C14H17Cl2F9HfO3 | ωB97M-V/def2-TZVPD

total charge: -2
multiplicity: 1
HOMO-LUMO gap: 4.177 eV
ΔE to the lowest compared entry with this formula, charge and spin: 76.6 kcal per mole

Last column: natural (NBO) charge in e.
Geometry (Å):
C -0.79 0.68 -2.56  -0.13
C -1.62 -0.47 -2.45  -0.14
C -0.78 -1.58 -2.16  -0.15
C -3.08 -0.53 -2.65  -0.62
C 0.57 -1.15 -2.23  -0.07
C 0.57 0.26 -2.44  -0.14
C 1.77 1.11 -2.56  -0.64
C -1.25 2.05 -2.85  -0.63
C -1.21 -2.92 -1.71  -0.62
C 1.73 -2.04 -2.10  -0.63
Hf 0.13 0.88 0.96  2.19
Cl -2.18 0.56 0.59  -0.54
Cl 0.27 3.15 0.76  -0.43
O 1.72 -0.07 0.40  -1.11
H -3.55 0.42 -2.37  0.19
H -3.50 -1.31 -2.02  0.19
H -3.39 -0.76 -3.68  0.17
H -1.94 -2.80 -0.90  0.19
H -0.34 -3.45 -1.32  0.19
H -1.66 -3.55 -2.48  0.17
H 1.52 -2.82 -1.37  0.18
H 2.62 -1.47 -1.81  0.20
H 1.96 -2.54 -3.05  0.17
H 2.62 0.65 -2.04  0.21
H 1.65 2.14 -2.20  0.26
H 2.04 1.16 -3.62  0.16
H -2.06 2.36 -2.18  0.19
H -1.61 2.16 -3.88  0.17
H -0.42 2.75 -2.73  0.22
H 2.57 -0.36 0.80  0.50
O 2.99 3.52 -0.71  -1.36
H 3.44 3.94 0.06  0.38
F 1.72 -1.67 3.77  -0.31
C 1.58 -0.46 4.39  0.97
F 1.95 -0.62 5.69  -0.32
F 2.48 0.37 3.78  -0.30
C 0.11 0.08 4.13  0.03
O 0.00 0.30 2.76  -0.86
C -0.90 -1.08 4.43  0.97
F -0.85 -1.46 5.74  -0.33
F -2.15 -0.68 4.12  -0.30
F -0.64 -2.15 3.65  -0.30
C -0.32 1.49 4.69  0.98
F -0.48 1.57 6.03  -0.32
F 0.58 2.43 4.29  -0.30
F -1.50 1.85 4.09  -0.30

(2)
C14H17ClCoN6O2PSe4 | ωB97M-V/def2-TZVPD

multiplicity: 1
HOMO-LUMO gap (alpha / beta): 5.829 / 5.834 eV

Last column: natural (NBO) charge in e.
Geometry (Å):
Co 0.80 1.54 -0.43  0.88
C -2.73 -0.60 2.95  -0.40
N -1.91 0.44 2.35  -0.32
C -2.10 1.79 2.47  -0.06
C -1.17 2.39 1.69  -0.04
N -0.41 1.43 1.09  -0.46
C -0.87 0.25 1.50  0.11
P -0.16 -1.35 0.98  0.76
C 1.56 -0.80 1.09  0.11
N 1.99 0.38 0.64  -0.47
C 3.30 0.48 1.01  -0.04
C 3.67 -0.66 1.65  -0.07
N 2.56 -1.45 1.71  -0.32
C 2.54 -2.84 2.15  -0.40
C -0.32 -1.10 -0.80  0.11
N 0.05 0.02 -1.39  -0.48
C -0.20 -0.11 -2.72  -0.04
C -0.73 -1.35 -2.94  -0.05
N -0.80 -1.96 -1.72  -0.31
C -1.22 -3.33 -1.49  -0.40
H -3.28 -0.16 3.78  0.22
H -2.10 -1.40 3.33  0.22
H -3.43 -0.99 2.22  0.22
H -2.88 2.19 3.09  0.23
H -1.00 3.44 1.50  0.24
H 3.88 1.35 0.77  0.26
H 4.62 -0.98 2.04  0.23
H 3.32 -2.97 2.90  0.22
H 2.74 -3.49 1.30  0.23
H 1.58 -3.08 2.58  0.21
H 0.00 0.68 -3.42  0.25
H -1.03 -1.84 -3.85  0.23
H -1.76 -3.68 -2.37  0.22
H -1.89 -3.38 -0.63  0.21
H -0.36 -3.98 -1.32  0.22
Se 3.17 -1.56 -1.92  -0.65
Se 4.14 0.53 -2.12  -0.06
Se 2.34 2.14 -2.10  0.16
Se 2.26 3.42 -0.19  -0.24
Cl -1.50 3.37 -4.10  -0.06
C -2.37 3.32 -2.54  -0.46
C -1.69 2.40 -1.53  0.77
O -2.38 1.56 -0.95  -0.69
O -0.44 2.65 -1.37  -0.73
H -3.37 2.96 -2.73  0.23
H -2.39 4.34 -2.15  0.23

(3)
C14H17ClN5O6S | ωB97M-V/def2-TZVPD

total charge: -1
multiplicity: 1
HOMO-LUMO gap: 3.046 eV
ΔE to the lowest compared entry with this formula, charge and spin: 0.0 kcal per mole

Last column: natural (NBO) charge in e.
Geometry (Å):
C 0.33 -2.43 3.00  -0.62
C 0.06 -1.07 2.44  0.04
C -1.17 -0.93 1.57  -0.41
C -1.89 0.42 1.86  0.72
O -1.43 1.50 1.48  -0.61
N -3.04 0.35 2.60  -0.46
C -3.71 1.56 3.02  -0.40
C -3.88 -0.84 2.70  -0.41
N 0.97 -0.19 2.68  -0.19
N 1.27 0.85 2.01  -0.52
C 1.86 1.87 2.81  0.74
N 2.10 2.90 1.94  -0.86
O 2.14 1.84 4.00  -0.69
H -0.60 -3.02 3.09  0.17
H 1.03 -2.97 2.34  0.19
H 0.80 -2.35 3.99  0.23
H -1.86 -1.73 1.87  0.23
H -3.01 2.40 3.04  0.24
H -4.58 1.79 2.39  0.18
H -4.09 1.37 4.03  0.18
H -3.30 -1.72 2.97  0.20
H -4.59 -0.64 3.50  0.20
H -4.44 -1.03 1.76  0.20
H 1.58 2.85 1.07  0.40
H 2.29 3.81 2.34  0.37
O -0.65 -2.48 -7.30  -0.39
N -0.65 -1.38 -6.70  0.49
O -0.30 -0.31 -7.25  -0.38
C -1.06 -1.35 -5.33  0.09
C -1.09 -0.13 -4.62  -0.21
C -1.51 -0.11 -3.30  -0.16
C -1.90 -1.29 -2.65  -0.28
S -2.39 -1.30 -0.91  2.12
C -0.85 -1.20 0.13  -0.39
Cl 0.31 -0.10 -0.63  0.02
O -3.15 -0.10 -0.60  -0.93
O -2.92 -2.62 -0.62  -0.96
C -1.87 -2.50 -3.36  -0.18
C -1.46 -2.53 -4.69  -0.20
H -0.78 0.78 -5.13  0.25
H -1.52 0.84 -2.76  0.26
H -0.43 -2.21 0.01  0.24
H -2.16 -3.43 -2.87  0.25
H -1.44 -3.47 -5.25  0.25

(4)
C14H17CrIN2O | ωB97M-V/def2-TZVPD

multiplicity: 5
HOMO-LUMO gap (alpha / beta): 6.237 / 6.557 eV
expectation value of S²: 6.0544

Last column: natural (NBO) charge in e.
Geometry (Å):
C -0.37 -0.37 2.96  -0.74
C -1.19 0.89 2.19  -0.68
H -0.48 -1.46 2.64  0.28
H -1.03 -0.41 3.84  0.25
H 0.63 -0.15 3.35  0.25
H -1.98 0.63 1.45  0.24
H -1.81 1.21 3.04  0.25
H -0.61 1.76 1.91  0.25
C 0.98 -2.38 -1.16  0.10
C 1.12 -3.13 -2.33  -0.24
C 0.43 -2.74 -3.49  -0.16
C -0.39 -1.62 -3.41  -0.21
H 1.56 -2.60 -0.26  0.21
H 1.77 -4.00 -2.33  0.23
H 0.53 -3.29 -4.42  0.23
H -0.91 -1.24 -4.28  0.22
N 0.10 -1.38 -1.06  -0.43
C -0.54 -0.96 -2.17  0.17
C -1.23 0.32 -2.04  0.20
N -1.38 0.81 -0.78  -0.46
C -1.83 2.07 -0.65  0.07
C -1.90 2.43 -3.03  -0.15
C -2.00 2.93 -1.73  -0.24
H -2.04 2.43 0.35  0.20
H -2.22 3.98 -1.54  0.23
C -1.52 1.10 -3.17  -0.21
H -1.35 0.67 -4.16  0.22
H -2.07 3.07 -3.90  0.23
Cr -0.50 -0.53 0.94  0.68
I -1.71 -2.86 1.18  -0.53
C 2.56 0.15 1.73  -0.74
C 1.48 0.29 0.68  0.26
O 1.64 0.94 -0.35  -0.62
H 2.67 -0.91 2.02  0.22
H 2.28 0.72 2.62  0.22
H 3.53 0.52 1.36  0.22

(5)
C14H17F4N3O5 | ωB97M-V/def2-TZVPD

multiplicity: 1
SMILES string: COc1cc(NC(=O)CCCC(=O)OCC(F)(F)C(F)F)nc(OC)n1
HOMO-LUMO gap: 9.693 eV

Last column: natural (NBO) charge in e.
Geometry (Å):
C -3.74 -3.17 -4.67  -0.25
H -4.51 -2.39 -4.61  0.19
H -4.14 -4.09 -4.24  0.19
H -3.44 -3.33 -5.70  0.20
O -2.57 -2.77 -3.98  -0.47
C -2.70 -2.51 -2.68  0.57
N -3.89 -2.64 -2.11  -0.61
C -3.97 -2.37 -0.81  0.71
N -2.97 -1.99 -0.04  -0.54
C -1.77 -1.86 -0.62  0.43
C -1.57 -2.11 -1.97  -0.42
H -0.61 -2.01 -2.44  0.27
N -0.79 -1.45 0.26  -0.61
C 0.54 -1.24 0.03  0.70
O 1.07 -1.39 -1.05  -0.61
C 1.28 -0.80 1.28  -0.52
H 0.81 0.11 1.65  0.26
C 2.76 -0.55 1.01  -0.38
H 3.19 -1.42 0.52  0.23
H 3.28 -0.40 1.96  0.21
C 3.00 0.67 0.11  -0.52
C 2.59 1.95 0.77  0.81
O 1.51 2.21 1.23  -0.60
O 3.62 2.83 0.79  -0.50
C 3.41 4.07 1.43  -0.16
H 2.33 4.24 1.55  0.24
C 4.05 4.05 2.82  0.61
F 5.40 3.89 2.74  -0.33
F 3.61 3.00 3.56  -0.32
C 3.78 5.35 3.62  0.52
F 4.25 6.41 2.93  -0.33
F 2.46 5.53 3.77  -0.32
H 4.26 5.33 4.61  0.15
H 3.88 4.85 0.84  0.22
H 2.42 0.54 -0.80  0.26
H 4.06 0.74 -0.15  0.24
H 1.17 -1.58 2.04  0.23
H -1.15 -1.29 1.19  0.42
O -5.14 -2.49 -0.20  -0.47
C -6.23 -2.91 -1.01  -0.25
H -6.41 -2.19 -1.81  0.19
H -7.09 -2.95 -0.34  0.20
H -6.04 -3.89 -1.44  0.19

(6)
C14H17IrN3Se | ωB97M-V/def2-TZVPD

total charge: +2
multiplicity: 6
HOMO-LUMO gap (alpha / beta): 6.522 / 5.483 eV
ΔE to the lowest compared entry with this formula, charge and spin: 0.0 kcal per mole
expectation value of S²: 8.8066

Last column: natural (NBO) charge in e.
Geometry (Å):
C -4.75 0.18 0.38  -0.61
C -4.78 1.48 -0.43  -0.62
H -4.98 -0.67 -0.26  0.22
H -5.54 0.20 1.14  0.23
H -3.79 0.02 0.89  0.16
H -3.92 1.57 -1.10  0.18
H -5.70 1.52 -1.03  0.24
H -4.82 2.36 0.24  0.21
C 0.81 -2.74 0.24  0.07
C 1.65 -3.82 -0.07  -0.21
C 2.76 -3.64 -0.91  -0.10
C 2.99 -2.37 -1.38  -0.18
H -0.04 -2.85 0.91  0.23
H 1.44 -4.79 0.35  0.26
H 3.41 -4.47 -1.19  0.27
H 3.85 -2.15 -2.02  0.24
N 1.02 -1.50 -0.27  -0.56
C 2.12 -1.31 -1.05  0.14
C 2.28 0.02 -1.54  0.25
N 1.32 0.90 -1.14  -0.58
C 1.43 2.19 -1.54  0.07
C 3.36 1.67 -2.92  -0.09
C 2.41 2.59 -2.45  -0.21
H 0.69 2.85 -1.12  0.23
H 2.43 3.62 -2.78  0.27
C 3.31 0.38 -2.42  -0.20
H 4.03 -0.38 -2.72  0.25
H 4.12 1.95 -3.64  0.27
Ir -0.28 0.26 -0.04  1.55
C -1.57 1.71 -0.08  -0.98
H -1.82 1.99 -1.12  0.27
H -1.02 2.55 0.39  0.26
H -2.48 1.47 0.50  0.28
Se 0.29 -0.55 4.60  0.68
C -0.06 -0.23 2.91  0.05
N -0.17 -0.01 1.74  -0.55

no.,strongest force on any atom (eV Å⁻¹)
1,3.747
2,0.257
3,3.254
4,5.664
5,0.861
6,7.440